1.
DFT (ωB97M-V/def2-TZVPD) results for a molecular structure, C5H9BiO3.

Summary:
orbital gap (spin up / spin down)	4.69 / 5.39	eV
HOMO (spin up / spin down)	-16.23 / -17.16	eV
charge	+2
energy above the lowest of the compared OMol25 structures with the same formula, charge and spin	75.0	kcal per mole

Geometry as XYZ:
```
18
C5H9BiO3 | the OMol25 dataset | ωB97M-V/def2-TZVPD
O 1.14 0.63 0.11
C 0.83 -0.35 -0.83
O 1.63 -0.12 -1.78
Bi 1.47 1.90 -1.55
O -0.68 0.06 -1.31
C -1.65 -0.65 -2.07
C 0.73 0.47 1.48
H -0.37 0.52 1.55
H 1.05 -0.54 1.77
C 1.40 1.55 2.29
H 2.48 1.58 2.11
H 0.99 2.54 2.03
H 1.23 1.35 3.36
C -1.87 -1.98 -1.40
H -2.59 -0.07 -2.07
H -1.05 -2.66 -1.65
H -2.86 -2.35 -1.74
H -1.88 -1.88 -0.30
```

Mulliken population analysis, charges in e, atoms 1 to 8: number 1, O, carries -0.076; number 2, C, carries 0.306; number 3, O, carries -0.468; number 4, Bi, carries 1.345; number 5, O, carries -0.097; number 6, C, carries 0.151; number 7, C, carries -0.019; number 8, H, carries 0.292

2.
DFT (ωB97M-V/def2-TZVPD) results for a molecular structure, C32H16BF2N8Ti.

Summary:
orbital gap (spin up / spin down)	5.22 / 5.07	eV
HOMO (spin up / spin down)	-3.38 / -3.36	eV
charge	-1
energy above the lowest of the compared OMol25 structures with the same formula, charge and spin	13.6	kcal per mole
2S+1	3

Geometry as XYZ:
```
60
C32H16BF2N8Ti | the OMol25 dataset | ωB97M-V/def2-TZVPD
Ti -0.06 0.10 -0.06
C 5.39 -3.19 2.05
C 6.00 -2.17 1.31
C 5.26 -1.29 0.54
C 3.88 -1.45 0.50
C 2.85 -0.62 -0.14
N 1.59 -1.34 0.11
C 1.82 -2.37 1.05
N 0.92 -3.12 1.56
C -0.41 -2.88 1.22
C -1.55 -3.45 1.74
C -1.76 -4.41 2.77
C -3.04 -4.74 3.09
C -4.16 -4.12 2.44
C -3.99 -3.19 1.47
C -2.66 -2.84 1.07
C -2.19 -1.92 0.14
N -3.05 -1.00 -0.48
C -2.88 0.27 -0.61
N -1.76 1.01 -0.33
C -1.88 2.33 -0.71
N -0.94 3.21 -0.85
C 0.41 2.93 -0.77
N 0.94 1.72 -0.53
C 2.29 1.68 -0.73
N 3.07 0.59 -0.49
C 2.68 3.01 -1.09
C 3.92 3.60 -1.41
C 3.95 4.93 -1.74
C 2.77 5.71 -1.78
C 1.55 5.15 -1.48
C 1.49 3.80 -1.12
C -3.30 2.50 -1.13
C -4.00 3.62 -1.54
C -5.33 3.45 -1.92
C -5.93 2.19 -1.89
C -5.21 1.07 -1.49
C -3.90 1.24 -1.11
N -0.77 -1.98 0.21
C 3.27 -2.46 1.25
C 4.01 -3.33 2.03
H 6.00 -3.85 2.64
H 7.08 -2.08 1.34
H 5.73 -0.49 -0.02
H -0.91 -4.87 3.26
H -3.23 -5.48 3.86
H -5.16 -4.41 2.74
H -4.83 -2.72 0.98
H 4.83 3.01 -1.38
H 4.90 5.40 -1.99
H 2.83 6.75 -2.06
H 0.64 5.74 -1.51
H -3.53 4.59 -1.57
H -5.91 4.30 -2.24
H -6.96 2.09 -2.20
H -5.66 0.08 -1.47
H 3.51 -4.10 2.61
F 0.15 -1.01 -1.84
B 0.47 -1.99 -0.87
F 0.75 -3.19 -1.39
```

Mulliken population analysis, charges in e, atoms 1 to 8: number 1, Ti, carries 0.546; number 2, C, carries -0.650; number 3, C, carries -0.512; number 4, C, carries -0.318; number 5, C, carries 0.097; number 6, C, carries -0.354; number 7, N, carries 0.419; number 8, C, carries -0.125

3.
DFT (ωB97M-V/def2-TZVPD) results for a molecular structure, C3H6CaO3.

Summary:
orbital gap	7.37	eV
HOMO	-17.22	eV
charge	+2
energy above the lowest of the compared OMol25 structures with the same formula, charge and spin	39.3	kcal per mole

Geometry as XYZ:
```
13
C3H6CaO3 | the OMol25 dataset | ωB97M-V/def2-TZVPD
C -1.45 -0.20 -0.66
C -0.25 -0.74 -0.39
O 0.88 0.12 -0.43
C 2.03 -0.31 -0.93
O 2.76 0.80 -0.85
Ca 1.41 2.30 -0.12
H -2.32 -0.84 -0.53
H -1.58 0.69 -1.28
H 0.03 -1.79 -0.44
H 3.70 0.68 -1.08
H -1.42 -1.02 2.10
O -1.45 -0.03 2.34
H -2.35 0.32 2.27
```

Mulliken population analysis, charges in e, atoms 1 to 8: number 1, C, carries -0.687; number 2, C, carries 0.026; number 3, O, carries -0.198; number 4, C, carries -0.048; number 5, O, carries -0.291; number 6, Ca, carries 1.787; number 7, H, carries 0.316; number 8, H, carries 0.246

4.
DFT (ωB97M-V/def2-TZVPD) results for a single C4H4O3S molecule.

Summary:
orbital gap	7.91	eV
HOMO	-9.62	eV
charge	0
SMILES	O=CC(=O)C(=O)CS
energy above the lowest of the compared OMol25 structures with the same formula, charge and spin	47.8	kcal per mole

Geometry as XYZ:
```
12
C4H4O3S | the OMol25 dataset | ωB97M-V/def2-TZVPD
C -0.90 0.55 0.46
C -0.03 -0.55 -0.17
C 1.44 -0.45 0.22
C 2.21 0.78 -0.03
H -3.04 1.30 0.68
H -0.73 0.59 1.56
H -0.57 1.47 -0.04
H 3.33 0.64 -0.02
O -0.42 -1.48 -0.85
O 2.07 -1.44 0.58
O 1.76 1.82 -0.45
S -2.66 0.17 0.04
```

Mulliken population analysis, charges in e, atoms 1 to 8: number 1, C, carries -0.655; number 2, C, carries 0.531; number 3, C, carries 0.373; number 4, C, carries 0.051; number 5, H, carries 0.140; number 6, H, carries 0.386; number 7, H, carries 0.397; number 8, H, carries 0.351

5.
DFT (ωB97M-V/def2-TZVPD) results for a single CH4N2OS molecule.

Summary:
orbital gap	10.28	eV
HOMO	-9.56	eV
charge	0
SMILES	NC(=O)NS
energy above the lowest of the compared OMol25 structures with the same formula, charge and spin	1.4	kcal per mole

Geometry as XYZ:
```
9
CH4N2OS | the OMol25 dataset | ωB97M-V/def2-TZVPD
C 0.79 -0.23 -0.08
H 0.01 1.63 -0.25
H 1.77 1.53 -0.14
H -0.40 -1.81 -0.19
H -2.37 -0.40 1.04
N 0.84 1.13 -0.04
N -0.47 -0.80 -0.16
O 1.77 -0.97 -0.05
S -1.94 -0.08 -0.14
```

Mulliken population analysis, charges in e, atoms 1 to 8: number 1, C, carries 0.671; number 2, H, carries 0.178; number 3, H, carries 0.246; number 4, H, carries 0.270; number 5, H, carries 0.123; number 6, N, carries -0.383; number 7, N, carries -0.273; number 8, O, carries -0.631

6.
DFT (ωB97M-V/def2-TZVPD) results for a molecular structure, C17H55N3NbO8.

Summary:
orbital gap	6.58	eV
HOMO	-4.29	eV
charge	-1

Geometry as XYZ:
```
84
C17H55N3NbO8 | the OMol25 dataset | ωB97M-V/def2-TZVPD
C 2.23 -1.55 0.97
C 1.39 -0.58 0.13
C -0.13 -0.76 0.28
Nb -1.28 1.10 -0.35
C -2.92 0.47 1.09
C -4.32 1.10 0.93
N -5.41 0.07 1.02
C -1.97 -0.12 -2.17
N -2.97 -1.16 -1.79
C -4.34 -0.70 -2.11
N -2.23 2.94 -0.98
C -1.61 3.35 -2.26
C -2.12 4.03 -0.11
C -2.37 3.85 1.37
O -1.82 5.16 -0.50
H 1.77 -2.53 1.05
H 2.40 -1.13 1.96
H 3.20 -1.68 0.50
H 1.65 0.44 0.41
H 1.67 -0.68 -0.92
H -0.49 -1.62 -0.30
H -0.34 -1.00 1.33
H 0.15 1.55 -1.44
H -0.27 1.93 0.94
H -3.04 -0.61 0.94
H -2.61 0.61 2.13
H -4.45 1.60 -0.03
H -4.47 1.83 1.72
H -5.68 0.00 2.00
H -6.23 0.46 0.56
H -2.34 0.51 -2.98
H -1.09 -0.64 -2.57
H -2.79 -1.93 -2.42
H -4.42 0.36 -1.94
H -5.04 -1.24 -1.48
H -4.57 -0.85 -3.17
H -2.22 4.08 -2.79
H -0.60 3.73 -2.11
H -1.51 2.49 -2.93
H -2.78 4.79 1.74
H -2.98 3.01 1.62
H -1.40 3.71 1.84
C -6.45 1.06 -4.82
O -5.12 1.43 -4.50
H -6.99 0.93 -3.88
H -6.96 1.83 -5.41
H -6.48 0.11 -5.37
H -4.64 1.54 -5.32
C 3.37 -4.78 -1.00
O 3.77 -3.44 -1.29
H 3.66 -5.01 0.01
H 2.28 -4.88 -1.08
H 3.85 -5.49 -1.69
H 3.50 -3.25 -2.19
C 2.62 4.44 1.74
O 1.39 4.01 1.18
H 2.97 3.64 2.40
H 3.37 4.62 0.96
H 2.49 5.36 2.33
H 1.07 4.69 0.58
C 4.54 0.54 3.70
O 3.86 1.80 3.64
H 5.49 0.71 4.19
H 3.97 -0.19 4.27
H 4.72 0.15 2.69
H 3.02 1.64 3.20
C 6.85 -4.03 -3.56
O 7.09 -4.76 -2.36
H 7.39 -4.52 -4.37
H 5.79 -4.02 -3.81
H 7.22 -3.00 -3.48
H 6.60 -4.30 -1.67
C 1.71 -8.11 0.69
O 1.20 -6.78 0.61
H 2.66 -8.06 1.23
H 1.03 -8.77 1.23
H 1.90 -8.53 -0.31
H 0.37 -6.82 0.13
C 0.67 4.55 5.45
O 1.06 3.18 5.42
H -0.22 4.62 6.07
H 1.45 5.17 5.89
H 0.43 4.91 4.45
H 1.85 3.12 4.87
```

Mulliken population analysis, charges in e, atoms 1 to 8: number 1, C, carries -1.048; number 2, C, carries -0.023; number 3, C, carries -0.814; number 4, Nb, carries -0.649; number 5, C, carries -1.416; number 6, C, carries -0.456; number 7, N, carries -0.643; number 8, C, carries -1.024

| no. | maximum force (Eh/bohr) |
| --- | --- |
| 1 | 0.1295 |
| 2 | 0.0238 |
| 3 | 0.0540 |
| 4 | 0.0647 |
| 5 | 0.0441 |
| 6 | 0.0555 |